Record 1
Here is a molecular structure, C38H59BBiGe2N11OS from the OMol25 dataset. Energies are from ωB97M-V/def2-TZVPD.

CARTESIAN COORDINATES (ANGSTROEM)
Bi -0.12 0.94 -0.67
C -2.92 1.87 -2.83
C -2.31 3.07 -2.21
C -2.50 4.44 -2.38
C -1.71 5.01 -1.38
C -1.44 6.43 -1.03
N -1.03 4.05 -0.75
N -1.40 2.84 -1.24
B -0.04 4.26 0.42
N -0.29 3.29 1.57
N -0.06 1.94 1.42
C -0.33 1.32 2.59
C -0.18 -0.13 2.70
C -0.65 2.32 3.51
C -0.65 3.54 2.81
C -0.89 4.85 3.39
N 1.41 4.16 -0.06
N 1.75 3.22 -1.02
C 3.06 3.28 -1.12
C 3.89 2.45 -2.08
C 3.58 4.29 -0.33
C 2.49 4.80 0.39
C 2.49 5.74 1.53
H -3.75 2.15 -3.50
H -2.22 1.19 -3.32
H -3.34 1.20 -2.09
H -3.10 4.94 -3.11
H -2.08 7.07 -1.63
H -1.62 6.66 0.04
H -0.41 6.69 -1.28
H -0.21 5.38 0.79
H -1.05 -0.63 2.30
H 0.65 -0.47 2.14
H -0.04 -0.44 3.74
H -0.82 2.22 4.56
H -1.07 4.72 4.47
H -0.10 5.56 3.24
H -1.77 5.33 3.00
H 3.32 1.81 -2.80
H 4.50 3.15 -2.65
H 4.57 1.77 -1.58
H 4.59 4.64 -0.18
H 3.48 6.12 1.83
H 1.81 6.59 1.31
H 2.13 5.20 2.42
N 0.57 2.11 -3.49
N 0.89 1.30 -4.57
C 0.74 -0.06 -4.48
N 1.29 -0.88 -5.36
S -0.25 -0.77 -3.31
H -0.01 2.86 -3.79
H 1.41 2.47 -3.02
H 1.55 1.66 -5.28
H 1.72 -0.59 -6.26
H 0.88 -1.79 -5.38
C 3.49 -5.56 -0.42
Ge 2.77 -3.86 0.06
C 3.50 -3.32 1.82
C 3.63 -2.70 -1.26
Ge 0.47 -3.49 0.14
C -0.48 -4.26 -1.39
C -1.76 -3.83 -1.61
C -2.44 -4.09 -2.79
C -1.86 -4.87 -3.76
C -0.54 -5.31 -3.57
C 0.13 -4.98 -2.40
C -0.38 -3.95 1.83
C -1.35 -4.95 1.76
C -2.21 -5.18 2.82
C -2.07 -4.51 4.03
C -1.00 -3.59 4.17
C -0.18 -3.36 3.06
H 4.53 -5.52 -0.13
H 3.45 -5.67 -1.52
H 3.02 -6.47 -0.02
H 4.59 -3.59 1.81
H 3.07 -3.93 2.61
H 3.40 -2.26 2.00
H 4.68 -2.78 -1.12
H 3.29 -1.65 -1.16
H 3.49 -3.11 -2.26
H -2.24 -3.29 -0.79
H -3.50 -3.83 -2.88
H -2.40 -5.01 -4.72
H -0.10 -5.91 -4.36
H 1.17 -5.32 -2.21
H -1.56 -5.51 0.89
H -3.03 -5.94 2.73
H -2.59 -4.88 4.85
H -0.75 -3.19 5.14
H 0.66 -2.65 3.07
C -5.13 -0.13 1.30
C -4.01 -1.14 1.29
C -3.48 -1.38 2.69
C -4.48 -2.52 0.73
C -2.88 -0.63 0.45
C -1.99 -0.10 -0.15
H -5.97 -0.45 1.87
H -5.46 0.06 0.29
H -4.81 0.85 1.69
H -4.25 -1.83 3.31
H -3.20 -0.44 3.20
H -2.61 -2.08 2.68
H -5.12 -2.95 1.47
H -3.69 -3.17 0.56
H -5.01 -2.36 -0.20
N 4.50 0.05 0.62
C 3.24 0.52 0.81
N 3.08 1.51 1.73
O 2.28 0.00 0.22
H 5.22 0.12 1.37
H 4.52 -0.81 0.12
H 3.80 2.17 1.88
H 2.18 1.90 1.64

Output
HOMO energy (spin up / spin down) = -8.8 / -10.7 eV
<S²> = 0.755
lowest unoccupied orbital energy (spin up / spin down) = -1.79 / -2.86 eV
total charge = +1
2S+1 = 2
total energy = -6952.2727 Eh
orbital gap (spin up / spin down) = 6.98 / 7.81 eV
relative energy (zero: lowest compared OMol25 entry of this formula, charge and spin) = 0.0 kcal/mol

Atom charges from the Mulliken analysis, given in e for atoms 1 to 2: Bi 2.006; C -0.774



Record 2
Here is a molecular structure, C38H59Ge2MgN6 from the OMol25 dataset. Energies are from ωB97M-V/def2-TZVPD.

CARTESIAN COORDINATES (ANGSTROEM)
Mg 12.55 10.48 11.64
C 12.92 7.41 13.95
N 12.42 7.03 12.63
C 12.97 5.83 12.07
C 11.38 7.75 12.12
N 11.27 9.02 12.42
C 10.10 9.69 12.81
C 9.01 8.99 13.36
C 7.86 9.70 13.68
C 7.72 11.05 13.42
C 8.82 11.71 12.81
C 10.05 11.12 12.76
N 11.21 11.89 12.41
C 11.56 13.09 12.78
N 12.48 13.80 12.02
C 13.64 14.43 12.70
C 12.72 13.38 10.66
N 11.09 13.75 13.89
C 10.84 13.03 15.11
C 10.71 15.13 13.89
N 10.47 7.12 11.34
C 9.69 7.78 10.33
C 10.22 5.68 11.36
H 12.40 6.83 14.71
H 12.97 8.48 14.20
H 13.99 7.12 14.05
H 14.05 5.95 12.12
H 12.63 5.74 11.01
H 12.68 4.94 12.66
H 9.13 7.94 13.55
H 7.07 9.24 14.25
H 6.84 11.59 13.73
H 8.70 12.75 12.59
H 14.40 14.67 11.96
H 14.08 13.74 13.46
H 13.42 15.39 13.19
H 11.75 13.15 10.14
H 13.51 12.64 10.56
H 13.11 14.24 10.07
H 11.17 12.03 15.05
H 9.77 13.03 15.27
H 11.37 13.57 15.90
H 11.15 15.65 13.08
H 11.02 15.61 14.82
H 9.59 15.14 13.81
H 10.32 8.54 9.84
H 8.80 8.27 10.72
H 9.37 7.09 9.56
H 10.38 5.22 12.37
H 10.80 5.12 10.61
H 9.17 5.58 11.04
C 16.26 12.53 19.16
C 15.80 13.01 17.74
Ge 15.47 11.58 16.44
C 13.67 10.81 16.76
C 13.41 9.51 17.58
C 16.86 10.23 16.54
C 17.77 10.42 15.50
Ge 16.58 11.38 14.14
C 15.56 10.12 13.08
C 16.57 9.27 12.26
C 17.39 12.89 13.18
C 17.12 12.91 11.62
C 19.19 10.27 15.51
C 19.89 10.04 16.73
C 21.28 10.24 16.75
C 21.99 10.50 15.57
C 21.32 10.67 14.40
C 19.95 10.60 14.35
H 15.73 12.95 20.04
H 17.34 12.81 19.27
H 16.21 11.43 19.27
H 16.51 13.78 17.33
H 14.75 13.46 17.82
H 13.30 10.68 15.71
H 13.10 11.68 17.11
H 13.89 8.67 17.05
H 12.30 9.30 17.58
H 13.76 9.53 18.64
H 16.81 9.30 17.15
H 14.96 10.80 12.44
H 14.87 9.48 13.74
H 16.60 9.44 11.17
H 16.22 8.24 12.39
H 17.60 9.31 12.64
H 18.48 12.79 13.34
H 17.07 13.82 13.65
H 17.37 11.93 11.13
H 17.74 13.72 11.21
H 16.09 13.21 11.36
H 19.32 9.72 17.63
H 21.84 10.16 17.72
H 23.10 10.65 15.64
H 21.91 10.95 13.54
H 19.48 10.74 13.37
C 13.90 10.30 7.00
C 12.67 10.92 7.28
C 12.14 10.90 8.57
C 12.83 10.32 9.61
C 14.01 9.63 9.32
C 14.55 9.64 8.01
H 14.26 10.25 5.94
H 12.11 11.36 6.41
H 11.16 11.44 8.69
H 14.54 8.97 9.98
H 15.46 9.06 7.88

Output
HOMO energy = -9.6 eV
lowest unoccupied orbital energy = -2.06 eV
total charge = +1
total energy = -6165.5025 Eh
orbital gap = 7.50 eV

Atom charges from the Mulliken analysis, given in e for atoms 1 to 2: Mg 0.397; C -0.840



Record 3
Here is 3 unconnected molecules or ions with the total composition C38H59N2O9 from the OMol25 dataset. Energies are from ωB97M-V/def2-TZVPD.

CARTESIAN COORDINATES (ANGSTROEM)
C 1.41 -4.48 4.62
C 0.83 -3.93 3.72
C 0.11 -3.25 2.64
C -1.31 -3.12 2.80
C -2.01 -3.70 4.05
O -2.31 -2.91 4.91
O -2.26 -5.03 4.20
C -3.24 -5.54 3.27
C -3.69 -6.93 3.82
O -2.88 -7.99 3.30
C -2.01 -2.44 1.76
C -3.54 -2.23 1.91
C -3.73 -0.70 2.12
C -2.84 -0.07 3.04
C -2.88 1.32 3.29
C -3.83 2.10 2.58
C -3.84 3.62 2.82
C -4.72 1.46 1.69
C -4.69 0.07 1.44
C -1.31 -1.96 0.62
C -2.09 -1.27 -0.51
N -2.06 -2.21 -1.67
C -2.22 -1.48 -2.95
N 0.03 -2.11 0.54
O 0.65 -1.59 -0.56
C 0.92 -0.16 -0.37
C 2.34 0.28 -0.78
C 2.90 -0.52 -2.02
C 3.40 0.27 0.37
C 2.90 0.86 1.72
C 4.58 1.22 -0.12
C 0.77 -2.73 1.50
C 2.30 -2.88 1.44
O 2.82 -3.13 0.16
C 2.62 -4.52 -0.22
C 2.03 -4.51 -1.68
C 2.79 -5.54 -2.60
H 1.97 -4.63 5.54
H -2.73 -5.65 2.29
H -4.12 -4.88 3.13
H -3.68 -6.95 4.93
H -4.74 -7.16 3.52
H -2.76 -7.79 2.36
H -4.07 -2.55 0.99
H -3.97 -2.82 2.74
H -2.06 -0.63 3.58
H -2.14 1.74 3.99
H -4.40 4.15 2.02
H -4.21 3.89 3.83
H -2.80 3.98 2.73
H -5.43 2.12 1.16
H -5.36 -0.42 0.71
H -3.15 -1.12 -0.26
H -1.68 -0.28 -0.78
H -2.90 -2.79 -1.58
H -1.21 -1.42 -3.42
H -2.87 -2.07 -3.64
H -2.70 -0.49 -2.85
H 0.61 0.12 0.66
H 0.21 0.38 -1.05
H 2.25 1.33 -1.13
H 3.88 -0.98 -1.81
H 2.17 -1.25 -2.43
H 3.08 0.21 -2.84
H 3.87 -0.73 0.45
H 2.34 1.79 1.49
H 3.75 1.05 2.41
H 2.21 0.18 2.27
H 4.09 2.18 -0.41
H 5.16 0.79 -0.95
H 5.20 1.48 0.76
H 2.68 -3.66 2.13
H 2.74 -1.92 1.79
H 1.93 -4.99 0.50
H 3.61 -5.02 -0.22
H 0.94 -4.68 -1.64
H 2.26 -3.51 -2.09
H 3.17 -6.36 -1.96
H 3.66 -5.07 -3.09
H 2.09 -5.96 -3.35
O -2.39 3.18 0.16
C -1.70 4.06 -0.30
O -2.00 5.34 -0.01
C -1.15 6.45 -0.35
C -1.41 6.92 -1.76
C -0.58 3.76 -1.26
H -0.10 6.21 -0.17
H -1.41 7.25 0.35
H -1.18 6.15 -2.49
H -0.80 7.80 -1.99
H -2.46 7.18 -1.89
H -0.99 3.65 -2.26
H -0.11 2.83 -0.96
H 0.20 4.52 -1.28
O 1.89 2.81 -2.90
C 2.56 3.70 -3.35
O 2.25 4.97 -3.05
C 3.08 6.10 -3.38
C 2.82 6.58 -4.79
C 3.69 3.42 -4.31
H 4.14 5.87 -3.20
H 2.81 6.89 -2.67
H 3.07 5.82 -5.53
H 3.42 7.47 -5.01
H 1.77 6.82 -4.92
H 3.28 3.31 -5.31
H 4.17 2.49 -4.01
H 4.46 4.18 -4.32

Output
HOMO energy = -10.8 eV
lowest unoccupied orbital energy = -3.60 eV
total charge = +1
total energy = -2269.6056 Eh
orbital gap = 7.18 eV

Atom charges from the Mulliken analysis, given in e for atoms 1 to 2: C 0.077; C -1.470